[1]
{"formula": "C47H39N11OPS5Y", "method": "the ωB97M-V functional and the def2-TZVPD basis", "relative_energy_kcal_mol": 4.8, "e_homo_ev": -7.773, "energy_ev": -132324.4704, "gap_ev": 7.33, "symbols": ["Y", "C", "C", "N", "C", "C", "S", "C", "C", "S", "C", "N", "C", "H", "H", "H", "H", "H", "H", "H", "H", "N", "C", "C", "C", "N", "C", "N", "N", "C", "C", "C", "C", "C", "N", "C", "H", "H", "H", "H", "S", "C", "N", "C", "C", "N", "H", "H", "H", "H", "H", "H", "N", "C", "O", "C", "C", "C", "C", "N", "C", "H", "H", "H", "H", "H", "H", "S", "P", "S", "C", "C", "C", "C", "C", "C", "C", "C", "C", "C", "C", "C", "H", "H", "H", "H", "H", "H", "H", "H", "H", "H", "C", "C", "C", "C", "C", "C", "C", "C", "H", "H", "H", "H", "H"], "coordinates": [[0.831, 0.494, 0.062], [-0.701, 1.082, -3.412], [0.105, 2.210, -2.877], [0.907, 2.150, -1.844], [1.556, 3.346, -1.624], [1.225, 4.336, -2.491], [0.088, 3.752, -3.622], [2.510, 3.439, -0.516], [3.211, 4.550, -0.178], [4.058, 4.274, 1.273], [3.450, 2.674, 1.342], [2.674, 2.362, 0.337], [3.777, 1.815, 2.516], [-0.215, 0.128, -3.204], [-0.827, 1.175, -4.490], [-1.677, 1.071, -2.924], [1.583, 5.351, -2.513], [3.233, 5.500, -0.683], [3.931, 2.436, 3.398], [4.690, 1.242, 2.344], [2.953, 1.132, 2.717], [0.106, -1.743, -0.029], [-0.299, -2.768, -0.389], [-0.865, -3.953, -0.825], [-2.254, -3.981, -1.089], [-3.383, -4.001, -1.331], [-0.024, -5.038, -1.154], [0.698, -5.898, -1.426], [3.346, -4.821, 3.698], [3.550, -3.928, 3.005], [3.817, -2.816, 2.136], [5.095, -2.587, 1.640], [5.293, -1.495, 0.815], [4.211, -0.689, 0.511], [2.977, -0.910, 0.972], [2.786, -1.953, 1.775], [5.906, -3.256, 1.894], [6.266, -1.278, 0.397], [4.326, 0.161, -0.152], [1.778, -2.121, 2.133], [0.418, -2.532, -3.885], [-1.128, -3.025, -4.283], [-1.450, -3.981, -5.172], [-2.888, -4.100, -5.369], [-3.426, -3.353, -4.137], [-2.275, -2.533, -3.762], [-0.748, -4.356, -5.784], [-3.202, -5.142, -5.386], [-3.199, -3.621, -6.301], [-3.692, -4.031, -3.324], [-4.287, -2.733, -4.378], [-2.237, -2.075, -2.864], [3.252, -4.723, -2.054], [4.185, -3.847, -2.477], [5.354, -4.134, -2.675], [3.730, -2.425, -2.640], [4.393, -1.618, -3.554], [4.009, -0.295, -3.661], [3.025, 0.183, -2.811], [2.406, -0.569, -1.897], [2.741, -1.864, -1.853], [3.523, -5.690, -1.979], [2.261, -4.554, -2.162], [5.186, -2.044, -4.152], [4.472, 0.374, -4.373], [2.743, 1.226, -2.848], [2.219, -2.466, -1.123], [0.486, 0.170, 2.812], [-0.482, 1.944, 2.986], [-0.002, 3.257, 1.583], [-0.101, 2.579, 4.649], [-0.437, 1.813, 5.763], [-0.136, 2.270, 7.035], [0.501, 3.494, 7.202], [0.834, 4.258, 6.095], [0.532, 3.803, 4.817], [-2.272, 1.632, 3.004], [-2.785, 0.382, 3.333], [-4.157, 0.176, 3.339], [-5.018, 1.213, 3.011], [-4.507, 2.458, 2.673], [-3.138, 2.669, 2.669], [-0.929, 0.856, 5.635], [-0.399, 1.672, 7.898], [0.734, 3.850, 8.197], [1.325, 5.215, 6.223], [0.780, 4.393, 3.943], [-2.110, -0.437, 3.546], [-4.551, -0.802, 3.583], [-6.088, 1.046, 2.998], [-5.177, 3.261, 2.391], [-2.732, 3.628, 2.373], [-1.445, 0.832, -0.290], [-2.641, 0.979, -0.482], [-4.051, 1.194, -0.628], [-4.552, 2.469, -0.905], [-5.918, 2.680, -1.010], [-6.803, 1.623, -0.842], [-6.313, 0.351, -0.573], [-4.949, 0.135, -0.467], [-3.857, 3.292, -1.016], [-6.293, 3.674, -1.218], [-7.870, 1.789, -0.924], [-6.998, -0.478, -0.444], [-4.562, -0.853, -0.250]], "lowdin_charge": [1.113, -0.081, -0.617, -0.032, -0.358, -0.326, 1.110, -0.382, -0.335, 1.098, -0.645, -0.024, -0.083, 0.022, 0.084, 0.066, 0.079, 0.081, 0.083, 0.078, 0.009, 0.083, -0.180, -0.272, -0.213, 0.147, -0.233, 0.143, 0.177, -0.167, -0.183, 0.014, -0.021, -0.159, -0.003, -0.115, 0.131, 0.119, 0.109, 0.076, 0.654, -0.872, 0.019, -0.134, -0.152, 0.029, 0.131, 0.115, 0.113, 0.062, 0.117, 0.114, 0.189, -0.505, 0.051, -0.134, 0.018, -0.026, -0.131, 0.014, -0.189, 0.113, 0.036, 0.129, 0.110, 0.094, 0.087, 0.278, 0.135, 0.311, -0.375, -0.091, -0.079, -0.088, -0.085, -0.109, -0.387, -0.109, -0.076, -0.085, -0.082, -0.101, 0.101, 0.104, 0.101, 0.101, 0.061, 0.071, 0.104, 0.104, 0.105, 0.082, -0.169, -0.151, -0.268, -0.049, -0.094, -0.099, -0.089, -0.043, 0.114, 0.099, 0.097, 0.102, 0.111]}

---

[2]
{"formula": "C47H41AsN2O2P2RuS", "method": "the ωB97M-V functional and the def2-TZVPD basis", "relative_energy_kcal_mol": 4.7, "multiplicity": 5, "e_homo_ev": [-17.808, -17.809], "energy_ev": -149276.7472, "gap_ev": [5.57, 3.43], "total_charge": 4, "symbols": ["Ru", "O", "P", "C", "P", "O", "C", "C", "C", "C", "C", "C", "C", "C", "C", "C", "C", "C", "C", "C", "C", "C", "C", "C", "C", "C", "C", "C", "C", "C", "H", "H", "H", "H", "H", "H", "H", "H", "H", "H", "H", "H", "H", "H", "H", "H", "H", "H", "H", "H", "H", "H", "C", "C", "C", "C", "C", "C", "As", "C", "C", "C", "C", "C", "C", "C", "C", "C", "C", "C", "C", "H", "H", "H", "H", "H", "H", "H", "H", "H", "H", "H", "H", "H", "C", "N", "C", "C", "N", "C", "S", "H", "H", "H", "H", "H", "H"], "coordinates": [[-0.649, -0.485, -0.600], [1.325, -0.816, -0.439], [2.392, -0.886, 0.700], [1.683, -1.927, 1.995], [0.005, -1.456, 2.477], [-0.859, -1.236, 1.200], [0.048, -0.020, 3.509], [-1.088, 0.794, 3.537], [-1.129, 1.879, 4.397], [-0.049, 2.144, 5.232], [1.077, 1.330, 5.210], [1.130, 0.246, 4.349], [-0.697, -2.811, 3.373], [-0.013, -3.300, 4.492], [-0.582, -4.304, 5.250], [-1.836, -4.805, 4.905], [-2.517, -4.313, 3.798], [-1.954, -3.311, 3.026], [3.887, -1.628, 0.133], [4.460, -2.729, 0.773], [5.664, -3.239, 0.311], [6.288, -2.657, -0.781], [5.720, -1.559, -1.422], [4.524, -1.041, -0.967], [2.713, 0.731, 1.358], [1.706, 1.697, 1.432], [1.962, 2.921, 2.026], [3.225, 3.186, 2.546], [4.233, 2.234, 2.470], [3.982, 1.006, 1.874], [2.343, -1.945, 2.864], [1.606, -2.946, 1.602], [-1.938, 0.571, 2.902], [-2.007, 2.509, 4.433], [-0.091, 2.982, 5.914], [1.910, 1.538, 5.867], [2.018, -0.375, 4.343], [0.950, -2.897, 4.782], [-0.062, -4.694, 6.114], [-2.287, -5.579, 5.511], [-3.489, -4.713, 3.544], [-2.480, -2.921, 2.165], [3.988, -3.192, 1.629], [6.115, -4.087, 0.806], [7.229, -3.056, -1.137], [6.221, -1.110, -2.268], [4.090, -0.175, -1.455], [0.706, 1.489, 1.054], [1.181, 3.666, 2.093], [3.426, 4.143, 3.011], [5.216, 2.448, 2.866], [4.774, 0.271, 1.805], [-0.821, 6.413, -0.687], [0.229, 5.507, -0.582], [-0.017, 4.145, -0.654], [-1.323, 3.709, -0.851], [-2.384, 4.603, -0.952], [-2.122, 5.964, -0.867], [-1.705, 1.827, -0.918], [-0.486, 1.100, -2.356], [0.886, 1.260, -2.410], [1.566, 1.218, -3.647], [0.865, 1.059, -4.834], [-0.522, 0.998, -4.823], [-1.221, 1.065, -3.600], [-2.623, 1.291, -3.517], [-3.526, 1.241, -4.617], [-4.859, 1.492, -4.415], [-5.333, 1.796, -3.124], [-4.457, 1.872, -2.023], [-3.123, 1.646, -2.221], [-0.622, 7.474, -0.629], [1.241, 5.864, -0.449], [0.808, 3.448, -0.568], [-3.402, 4.267, -1.100], [-2.936, 6.672, -0.948], [1.464, 1.388, -1.504], [2.643, 1.325, -3.669], [1.397, 1.032, -5.776], [-1.054, 0.971, -5.764], [-3.170, 1.012, -5.612], [-5.553, 1.467, -5.245], [-6.389, 1.991, -2.978], [-4.853, 2.128, -1.048], [-1.436, -4.710, -2.392], [-2.248, -3.707, -3.096], [-2.774, -3.887, -4.358], [-3.505, -2.788, -4.652], [-3.400, -1.956, -3.560], [-2.635, -2.518, -2.615], [-2.366, -1.967, -0.979], [-0.942, -5.328, -3.135], [-2.080, -5.327, -1.768], [-0.693, -4.207, -1.780], [-2.595, -4.782, -4.929], [-4.088, -2.543, -5.522], [-3.905, -1.095, -3.433]], "lowdin_charge": [0.995, -0.487, 0.828, -0.279, 0.833, -0.572, -0.313, -0.071, -0.042, -0.025, -0.035, -0.073, -0.294, -0.064, -0.032, -0.019, -0.041, -0.063, -0.315, -0.057, -0.029, -0.015, -0.036, -0.074, -0.298, -0.125, -0.060, -0.019, -0.021, -0.041, 0.089, 0.104, 0.108, 0.120, 0.127, 0.127, 0.109, 0.112, 0.127, 0.128, 0.121, 0.089, 0.106, 0.128, 0.131, 0.123, 0.105, 0.064, 0.117, 0.129, 0.130, 0.121, -0.017, -0.038, -0.117, -0.386, -0.089, -0.029, 1.340, -0.383, -0.061, 0.048, 0.029, 0.077, -0.157, -0.165, 0.027, 0.007, 0.062, -0.037, -0.302, 0.131, 0.126, 0.078, 0.097, 0.129, 0.092, 0.139, 0.144, 0.135, 0.132, 0.142, 0.146, 0.134, 0.026, -0.092, 0.019, -0.001, 0.098, -0.643, 0.743, 0.112, 0.118, 0.080, 0.155, 0.144, 0.135]}